Entry from OMol25: 11 unconnected molecules or ions with the total composition C27H75O11 at a distorted geometry (ωB97M-V with the def2-TZVPD basis set).

For the energy above the lowest of the compared OMol25 structures with the same formula, charge and spin, the calculation gives 52.1 kcal per mole. For the frontier orbital gap, the calculation gives 4.390 eV. Its charge is -1.

Each atom is followed by the atoms it is bonded to, with distances in Å.
Geometry (Å):
1 C -9.19 -3.32 5.69  C2 1.516, H5 1.090, H6 1.090, H7 1.090
2 C -9.38 -2.92 4.24  C1 1.516, C3 1.520, O4 1.406, H8 1.090
3 C -9.98 -4.02 3.38  C2 1.520, H9 1.090, H10 1.090, H11 1.090
4 O -10.02 -1.69 4.07  C2 1.406
5 H -8.57 -2.57 6.18  C1 1.090
6 H -8.57 -4.21 5.82  C1 1.090
7 H -10.08 -3.46 6.31  C1 1.090
8 H -8.38 -2.76 3.83  C2 1.090
9 H -9.79 -3.68 2.36  C3 1.090
10 H -11.06 -4.19 3.41  C3 1.090
11 H -9.42 -4.94 3.53  C3 1.090
12 C -2.90 -7.63 11.80  C13 1.547, H16 1.090, H17 1.090, H18 1.090
13 C -4.24 -6.98 11.38  C12 1.547, C14 1.572, O15 1.413, H19 1.090
14 C -4.99 -8.02 10.47  C13 1.572, H20 1.090, H21 1.090, H22 1.090
15 O -5.05 -6.80 12.53  C13 1.413, H23 0.960
16 H -2.20 -7.76 10.97  C12 1.090
17 H -3.13 -8.57 12.29  C12 1.090
18 H -2.41 -7.00 12.54  C12 1.090
19 H -4.13 -6.02 10.88  C13 1.090
20 H -5.83 -7.57 9.94  C14 1.090
21 H -5.45 -8.85 11.01  C14 1.090
22 H -4.35 -8.53 9.75  C14 1.090
23 H -4.73 -6.10 13.11  O15 0.960
24 C -3.24 -8.74 -1.86  C25 1.533, H28 1.090, H29 1.090, H30 1.090
25 C -3.78 -8.01 -0.62  C24 1.533, C26 1.577, O27 1.437, H31 1.090
26 C -5.33 -8.20 -0.42  C25 1.577, H32 1.090, H33 1.090, H34 1.090
27 O -3.14 -8.70 0.46  C25 1.437, H35 0.960
28 H -3.63 -8.35 -2.80  C24 1.090
29 H -3.42 -9.82 -1.94  C24 1.090
30 H -2.19 -8.52 -2.01  C24 1.090
31 H -3.59 -6.94 -0.51  C25 1.090
32 H -5.63 -9.23 -0.61  C26 1.090
33 H -5.79 -7.51 -1.13  C26 1.090
34 H -5.62 -7.90 0.59  C26 1.090
35 H -2.23 -8.39 0.44  O27 0.960
36 C -2.81 -4.07 5.15  C37 1.514, H40 1.090, H41 1.090, H42 1.090
37 C -3.08 -2.92 4.21  C36 1.514, C38 1.548, O39 1.369, H43 1.090
38 C -3.31 -1.60 5.00  C37 1.548, H44 1.090, H45 1.090, H46 1.090
39 O -1.96 -2.81 3.44  C37 1.369, H47 0.960
40 H -1.98 -3.84 5.82  C36 1.090
41 H -2.69 -4.96 4.53  C36 1.090
42 H -3.68 -4.33 5.76  C36 1.090
43 H -3.93 -3.13 3.56  C37 1.090
44 H -3.35 -0.70 4.40  C38 1.090
45 H -2.50 -1.48 5.72  C38 1.090
46 H -4.25 -1.61 5.56  C38 1.090
47 H -1.91 -1.91 3.11  O39 0.960
48 C -12.53 0.46 9.22  C49 1.526, H52 1.090, H53 1.090, H54 1.090
49 C -12.02 1.77 8.61  C48 1.526, C50 1.599, O51 1.421, H55 1.090
50 C -12.10 2.99 9.63  C49 1.599, H56 1.090, H57 1.090, H58 1.090
51 O -10.69 1.53 8.14  C49 1.421, H59 0.960
52 H -11.84 0.04 9.95  C48 1.090
53 H -12.75 -0.30 8.48  C48 1.090
54 H -13.50 0.73 9.64  C48 1.090
55 H -12.68 2.04 7.79  C49 1.090
56 H -12.07 3.90 9.04  C50 1.090
57 H -11.30 3.08 10.37  C50 1.090
58 H -13.06 2.92 10.15  C50 1.090
59 H -10.79 1.01 7.34  O51 0.960
60 C -14.24 -8.06 0.12  C61 1.505, H64 1.090, H65 1.090, H66 1.090
61 C -13.05 -7.77 -0.76  C60 1.505, C62 1.517, O63 1.380, H67 1.090
62 C -11.90 -8.68 -0.37  C61 1.517, H68 1.090, H69 1.090, H70 1.090
63 O -13.43 -8.08 -2.05  C61 1.380, H71 0.960
64 H -13.99 -7.80 1.15  C60 1.090
65 H -14.65 -9.07 0.04  C60 1.090
66 H -15.09 -7.47 -0.22  C60 1.090
67 H -12.69 -6.75 -0.69  C61 1.090
68 H -11.46 -8.48 0.60  C62 1.090
69 H -11.08 -8.44 -1.05  C62 1.090
70 H -12.17 -9.74 -0.34  C62 1.090
71 H -13.82 -8.95 -2.04  O63 0.960
72 C -15.82 -2.99 4.32  C73 1.537, H76 1.090, H77 1.090, H78 1.090
73 C -15.87 -2.42 2.90  C72 1.537, C74 1.572, O75 1.400, H79 1.090
74 C -17.29 -1.88 2.49  C73 1.572, H80 1.090, H81 1.090, H82 1.090
75 O -15.02 -1.31 2.85  C73 1.400, H83 0.960
76 H -16.34 -2.44 5.11  C72 1.090
77 H -14.81 -3.27 4.65  C72 1.090
78 H -16.40 -3.91 4.33  C72 1.090
79 H -15.49 -3.14 2.17  C73 1.090
80 H -17.27 -1.39 1.52  C74 1.090
81 H -17.67 -1.17 3.22  C74 1.090
82 H -17.96 -2.73 2.54  C74 1.090
83 H -14.21 -1.51 3.32  O75 0.960
84 C -13.96 6.02 3.44  C85 1.490, H88 1.090, H89 1.090, H90 1.090
85 C -14.66 4.71 3.38  C84 1.490, C86 1.515, O87 1.396, H91 1.090
86 C -15.92 4.70 2.54  C85 1.515, H92 1.090, H93 1.090, H94 1.090
87 O -13.69 3.78 3.00  C85 1.396, H95 0.960
88 H -13.10 6.04 4.11  C84 1.090
89 H -14.67 6.78 3.77  C84 1.090
90 H -13.73 6.33 2.42  C84 1.090
91 H -14.92 4.40 4.39  C85 1.090
92 H -16.28 3.68 2.43  C86 1.090
93 H -15.64 5.07 1.56  C86 1.090
94 H -16.68 5.35 2.98  C86 1.090
95 H -14.08 2.90 3.01  O87 0.960
96 C -6.22 -1.95 -1.49  O97 1.416, H98 1.090, H99 1.090, H100 1.090
97 O -7.20 -1.06 -1.98  C96 1.416, H101 0.960
98 H -5.41 -2.10 -2.21  C96 1.090
99 H -5.82 -1.55 -0.56  C96 1.090
100 H -6.52 -2.96 -1.19  C96 1.090
101 H -7.11 -0.97 -2.93  O97 0.960
102 C -7.41 -1.11 11.22  O103 1.453, H104 1.090, H105 1.090, H106 1.090
103 O -7.58 0.33 11.31  C102 1.453, H107 0.960
104 H -6.86 -1.43 10.34  C102 1.090
105 H -6.90 -1.39 12.14  C102 1.090
106 H -8.40 -1.58 11.29  C102 1.090
107 H -8.08 0.61 10.54  O103 0.960
108 C -10.24 -5.94 11.76  O109 1.436, H110 1.090, H111 1.090, H112 1.090
109 O -9.82 -5.79 13.13  C108 1.436, H113 0.960
110 H -10.82 -6.85 11.64  C108 1.090
111 H -10.97 -5.21 11.43  C108 1.090
112 H -9.37 -5.84 11.10  C108 1.090
113 H -8.93 -6.14 13.18  O109 0.960

Entry from OMol25: 11 unconnected molecules or ions with the total composition C27H76N4O11 at a distorted geometry (ωB97M-V with the def2-TZVPD basis set).

For the energy above the lowest of the compared OMol25 structures with the same formula, charge and spin, the calculation gives 0.0 kcal per mole. For the frontier orbital gap (spin up / spin down), the calculation gives 8.874 / 2.827 eV. The multiplicity is 2. Its charge is +1.

Each atom is followed by the atoms it is bonded to, with distances in Å.
Geometry (Å):
1 C -14.59 6.49 -25.18  C2 1.562, H4 1.090, H5 1.090, H6 1.090
2 C -14.00 5.71 -26.39  C1 1.562, O3 1.477, H7 1.090, H8 1.090
3 O -15.18 5.18 -27.12  C2 1.477, H9 0.960
4 H -13.93 7.33 -24.98  C1 1.090
5 H -14.87 6.00 -24.24  C1 1.090
6 H -15.57 6.88 -25.46  C1 1.090
7 H -13.30 4.90 -26.19  C2 1.090
8 H -13.55 6.48 -27.01  C2 1.090
9 H -14.90 4.35 -27.51  O3 0.960
10 C -13.40 6.36 -30.71  C11 1.583, H13 1.090, H14 1.090, H15 1.090
11 C -14.78 5.59 -30.87  C10 1.583, O12 1.379, H16 1.090, H17 1.090
12 O -15.16 5.59 -32.19  C11 1.379, H18 0.960
13 H -13.56 7.41 -30.96  C10 1.090
14 H -12.50 6.00 -31.21  C10 1.090
15 H -13.19 6.40 -29.64  C10 1.090
16 H -15.49 6.17 -30.28  C11 1.090
17 H -14.81 4.56 -30.51  C11 1.090
18 H -15.39 6.50 -32.41  O12 0.960
19 C -13.04 2.54 -28.14  O20 1.204, N21 1.280, N22 1.324
20 O -14.20 2.85 -28.15  C19 1.204
21 N -12.22 2.65 -29.12  C19 1.280, H23 1.010, H24 1.010
22 N -12.42 2.13 -27.05  C19 1.324, H25 1.010, H26 1.010
23 H -11.35 2.12 -29.06  N21 1.010
24 H -12.62 3.02 -29.96  N21 1.010
25 H -11.42 2.01 -27.06  N22 1.010
26 H -13.00 2.16 -26.22  N22 1.010
27 C -17.67 7.76 -27.96  O28 1.246, N29 1.309, N30 1.271
28 O -18.35 8.75 -28.27  C27 1.246
29 N -18.05 6.51 -28.05  C27 1.309, H31 1.010, H32 1.010
30 N -16.47 7.82 -27.55  C27 1.271, H33 1.010, H34 1.010
31 H -17.49 5.75 -27.70  N29 1.010
32 H -19.06 6.42 -28.02  N29 1.010
33 H -15.88 7.01 -27.64  N30 1.010
34 H -16.06 8.74 -27.55  N30 1.010
35 C -9.26 6.13 -21.84  C36 1.577, H39 1.090, H40 1.090, H41 1.090
36 C -9.80 7.25 -22.81  C35 1.577, C37 1.504, O38 1.432, H42 1.090
37 C -10.56 6.76 -24.01  C36 1.504, H43 1.090, H44 1.090, H45 1.090
38 O -10.55 8.17 -22.02  C36 1.432, H46 0.960
39 H -9.96 5.58 -21.20  C35 1.090
40 H -8.51 6.61 -21.23  C35 1.090
41 H -8.63 5.43 -22.40  C35 1.090
42 H -8.89 7.74 -23.17  C36 1.090
43 H -11.14 7.56 -24.48  C37 1.090
44 H -11.19 5.89 -23.81  C37 1.090
45 H -9.73 6.48 -24.65  C37 1.090
46 H -10.55 9.01 -22.47  O38 0.960
47 C -9.20 9.17 -28.97  C48 1.554, H51 1.090, H52 1.090, H53 1.090
48 C -10.56 8.56 -29.42  C47 1.554, C49 1.546, O50 1.401, H54 1.090
49 C -11.75 8.95 -28.52  C48 1.546, H55 1.090, H56 1.090, H57 1.090
50 O -10.79 8.97 -30.74  C48 1.401, H58 0.960
51 H -9.44 10.15 -28.55  C47 1.090
52 H -8.46 9.41 -29.73  C47 1.090
53 H -8.57 8.54 -28.35  C47 1.090
54 H -10.54 7.47 -29.38  C48 1.090
55 H -12.66 8.38 -28.74  C49 1.090
56 H -12.03 9.99 -28.66  C49 1.090
57 H -11.52 8.80 -27.47  C49 1.090
58 H -10.12 8.51 -31.25  O50 0.960
59 C -15.78 7.98 -21.71  C60 1.561, H63 1.090, H64 1.090, H65 1.090
60 C -15.07 6.62 -21.39  C59 1.561, C61 1.536, O62 1.401, H66 1.090
61 C -13.56 6.66 -21.66  C60 1.536, H67 1.090, H68 1.090, H69 1.090
62 O -15.27 6.15 -20.09  C60 1.401, H70 0.960
63 H -15.37 8.81 -21.14  C59 1.090
64 H -16.80 7.91 -21.34  C59 1.090
65 H -15.88 8.28 -22.76  C59 1.090
66 H -15.45 5.82 -22.03  C60 1.090
67 H -13.25 6.46 -22.69  C61 1.090
68 H -13.15 5.81 -21.11  C61 1.090
69 H -13.32 7.67 -21.33  C61 1.090
70 H -15.58 5.25 -20.20  O62 0.960
71 C -12.63 3.45 -23.41  C72 1.540, H75 1.090, H76 1.090, H77 1.090
72 C -12.81 1.92 -23.25  C71 1.540, C73 1.519, O74 1.447, H78 1.090
73 C -13.82 1.50 -22.20  C72 1.519, H79 1.090, H80 1.090, H81 1.090
74 O -13.42 1.47 -24.48  C72 1.447, H82 0.960
75 H -11.84 3.73 -24.09  C71 1.090
76 H -12.44 3.96 -22.47  C71 1.090
77 H -13.53 3.93 -23.79  C71 1.090
78 H -11.84 1.50 -22.98  C72 1.090
79 H -13.86 0.41 -22.21  C73 1.090
80 H -14.75 1.97 -22.50  C73 1.090
81 H -13.53 1.83 -21.21  C73 1.090
82 H -13.77 0.58 -24.39  O74 0.960
83 C -16.90 2.79 -24.66  C84 1.586, H87 1.090, H88 1.090, H89 1.090
84 C -18.37 2.71 -24.08  C83 1.586, C85 1.526, O86 1.406, H90 1.090
85 C -19.49 2.52 -25.10  C84 1.526, H91 1.090, H92 1.090, H93 1.090
86 O -18.41 1.77 -23.03  C84 1.406, H94 0.960
87 H -16.71 1.78 -25.01  C83 1.090
88 H -16.06 3.04 -24.01  C83 1.090
89 H -16.81 3.44 -25.53  C83 1.090
90 H -18.61 3.71 -23.71  C84 1.090
91 H -20.49 2.66 -24.70  C85 1.090
92 H -19.47 1.53 -25.57  C85 1.090
93 H -19.44 3.26 -25.90  C85 1.090
94 H -18.37 0.87 -23.35  O86 0.960
95 C -10.86 11.41 -25.83  C96 1.565, H99 1.090, H100 1.090, H101 1.090
96 C -11.19 11.27 -24.30  C95 1.565, C97 1.558, O98 1.420, H102 1.090
97 C -12.49 10.44 -24.10  C96 1.558, H103 1.090, H104 1.090, H105 1.090
98 O -10.09 10.68 -23.63  C96 1.420, H106 0.960
99 H -11.71 11.97 -26.21  C95 1.090
100 H -10.72 10.48 -26.37  C95 1.090
101 H -9.93 11.98 -25.85  C95 1.090
102 H -11.29 12.21 -23.76  C96 1.090
103 H -13.21 10.49 -24.92  C97 1.090
104 H -13.06 10.93 -23.31  C97 1.090
105 H -12.33 9.42 -23.73  C97 1.090
106 H -9.49 11.42 -23.51  O98 0.960
107 C -18.34 3.02 -29.02  C108 1.494, H111 1.090, H112 1.090, H113 1.090
108 C -17.79 1.68 -29.38  C107 1.494, C109 1.523, O110 1.403, H114 1.090
109 C -17.20 0.81 -28.28  C108 1.523, H115 1.090, H116 1.090, H117 1.090
110 O -18.82 1.09 -30.13  C108 1.403, H118 0.960
111 H -17.55 3.66 -28.62  C107 1.090
112 H -19.16 2.95 -28.31  C107 1.090
113 H -18.65 3.69 -29.82  C107 1.090
114 H -16.97 1.91 -30.07  C108 1.090
115 H -17.97 0.59 -27.54  C109 1.090
116 H -16.38 1.29 -27.76  C109 1.090
117 H -16.76 -0.10 -28.69  C109 1.090
118 H -18.57 0.23 -30.48  O110 0.960